{
  "formula": "C2H5N5",
  "method": "wB97M-V/def2-TZVPD",
  "gap_ev": 9.20,
  "smiles": "N=C=NN.N=C=N",
  "e_tot_ha": -352.8725,
  "largest_force_ha_per_bohr": 0.0804,
  "symbols": ["N", "C", "N", "N", "H", "H", "H", "N", "C", "N", "H", "H"],
  "xyz": [[-1.254, -1.773, 0.214], [-0.391, -1.264, -0.458], [0.360, -1.025, -1.390], [1.301, 0.023, -1.225], [-2.255, -1.379, 0.237], [1.453, 0.314, -0.280], [2.203, -0.358, -1.661], [-0.710, 1.098, 1.802], [0.454, 0.842, 1.849], [1.632, 0.782, 1.761], [-1.289, 1.988, 1.905], [2.151, -0.085, 1.769]]
}